(a)
C2H6N3S2 | the ωB97M-V functional and the def2-TZVPD basis

Bonds (Å) are listed after each position.
Geometry (Å):
1 S 2.89944 -1.68869 1.12315  C6 1.729, H8 1.424
2 S 2.86161 0.99937 -0.23144  C6 1.767, H11 1.496
3 N -3.41655 0.52181 -0.69067  N5 1.336, H9 1.020, H13 1.021
4 N 0.77016 -0.18530 0.67786  C6 1.243, C7 1.235
5 N -2.36944 -0.30056 -0.57874  N3 1.336, H12 1.029
6 C 2.00410 -0.30669 0.59478  S1 1.729, S2 1.767, N4 1.243
7 C -0.32148 0.28169 1.01869  N4 1.235, H10 1.112
8 H 4.19540 -1.50771 0.56090  S1 1.424
9 H -4.23293 0.43308 -0.08587  N3 1.020
10 H -1.28885 0.12756 0.49149  C7 1.112
11 H 4.31969 0.72538 -0.03554  S2 1.496
12 H -1.72553 -0.22346 -1.37751  N5 1.029
13 H -3.69560 1.12352 -1.46711  N3 1.021

Results
Charge ... +1
HOMO energy (spin up / spin down) ... -12.2 / -12.7 eV

Results of the Löwdin charge analysis, in e, for atoms 1 through 5: S 0.86; S 0.80; N 0.01; N -0.06; N -0.03

(b)
C2H6N3S2 | the ωB97M-V functional and the def2-TZVPD basis

Bonds (Å) are listed after each position.
Geometry (Å):
1 S -0.29737 -0.01474 -1.90352  C6 1.723, H9 1.365
2 S -1.98457 1.01164 0.38934  C6 1.730, H12 1.346
3 N -2.84429 0.59888 -2.06516  C6 1.318, H10 1.012, H13 1.013
4 N 1.59289 0.20787 0.89552  N5 1.136
5 N 2.30125 -0.42764 1.51664  N4 1.136, C7 1.240
6 C -1.79829 0.54154 -1.26555  S1 1.723, S2 1.730, N3 1.318
7 C 3.04264 -1.16230 2.18662  N5 1.240, H8 1.073, H11 1.074
8 H 4.06856 -1.29744 1.90212  C7 1.073
9 H 0.45727 0.04249 -0.76699  S1 1.365
10 H -3.74154 0.90438 -1.71124  N3 1.012
11 H 2.67586 -1.58350 3.10415  C7 1.074
12 H -0.69866 0.85471 0.75525  S2 1.346
13 H -2.77374 0.32411 -3.03719  N3 1.013

Results
Charge ... +1
HOMO energy ... -12.3 eV

Results of the Löwdin charge analysis, in e, for atoms 1 through 5: S 0.91; S 0.92; N 0.08; N 0.16; N -0.19

Ordering by calculated energy gives the sequence (b), (a), with the first entry being the most stable.